DFT (ωB97M-V/def2-TZVPD) results for C16H24F2MnO8 as an isolated structure at a distorted geometry.

The HOMO-LUMO gap (alpha / beta) is 10.338 / 5.111 eV. The multiplicity is 7. The energy is -70109.703 eV. The strongest force on any atom is 0.0814 hartree/bohr. Its total charge is +1. As for the HOMO energy (alpha / beta): -0.455 / -0.474 hartree.

Each line ends with the natural charge from an NBO analysis.
CARTESIAN COORDINATES (ANGSTROEM)
1 Mn -1.884 0.906 -0.442  1.6443
2 F -2.518 2.757 -1.055  -0.3976
3 F -3.685 0.156 0.290  -0.4125
4 O -0.964 1.886 1.430  -0.6879
5 C -0.486 2.490 2.425  0.8433
6 O -1.091 2.459 3.595  -0.4465
7 C -0.512 3.306 4.539  -0.0742
8 C 0.898 3.551 3.984  -0.4264
9 C 0.740 3.271 2.499  -0.5469
10 H -0.412 2.786 5.492  0.2086
11 H -1.054 4.250 4.587  0.1965
12 H 1.615 2.866 4.436  0.2133
13 H 1.339 4.530 4.173  0.2322
14 H 1.547 2.666 2.085  0.2624
15 H 0.651 4.222 1.973  0.2570
16 O 0.201 1.249 -1.155  -0.6542
17 C 1.407 1.533 -1.234  0.8416
18 O 2.237 1.525 -0.141  -0.4778
19 C 3.568 1.522 -0.541  -0.0752
20 C 3.596 1.337 -2.031  -0.4417
21 C 2.196 1.740 -2.501  -0.5247
22 H 4.009 0.777 0.121  0.2118
23 H 3.822 2.549 -0.278  0.1881
24 H 3.827 0.316 -2.336  0.2230
25 H 4.359 1.940 -2.523  0.2401
26 H 1.769 1.076 -3.253  0.2507
27 H 2.152 2.776 -2.836  0.2591
28 O -0.841 -0.822 0.263  -0.6764
29 C -0.590 -1.689 1.127  0.8588
30 O 0.035 -1.428 2.306  -0.4664
31 C -0.032 -2.538 3.209  -0.0695
32 C -1.159 -3.403 2.616  -0.4245
33 C -1.081 -3.143 1.159  -0.5391
34 H -0.326 -2.186 4.198  0.2127
35 H 0.928 -3.052 3.253  0.1932
36 H -2.146 -3.093 2.961  0.2242
37 H -0.963 -4.438 2.894  0.2331
38 H -2.043 -3.355 0.692  0.2552
39 H -0.374 -3.856 0.735  0.2435
40 O -1.917 -0.264 -2.197  -0.6626
41 C -1.890 -1.288 -2.859  0.8610
42 O -2.857 -1.501 -3.822  -0.4672
43 C -2.447 -2.439 -4.835  -0.0751
44 C -1.072 -2.905 -4.414  -0.4407
45 C -0.816 -2.381 -2.991  -0.5193
46 H -2.345 -1.974 -5.816  0.1950
47 H -3.240 -3.153 -5.057  0.2077
48 H -0.390 -2.507 -5.166  0.2244
49 H -0.963 -3.990 -4.408  0.2332
50 H 0.143 -1.869 -2.904  0.2446
51 H -0.942 -3.169 -2.249  0.2477

---

DFT (ωB97M-V/def2-TZVPD) results for C16H24F6NO7PS3Ti as an isolated structure at a distorted geometry.

The HOMO-LUMO gap (alpha / beta) is 6.480 / 5.760 eV. The multiplicity is 4. The energy is -114017.335 eV. The strongest force on any atom is 0.0386 hartree/bohr. Its total charge is -1. The relative energy (zero: lowest compared OMol25 entry of this formula, charge and spin) is 3.558 eV. As for the HOMO energy (alpha / beta): -0.155 / -0.166 hartree.

Each line ends with the natural charge from an NBO analysis.
CARTESIAN COORDINATES (ANGSTROEM)
1 Ti -0.468 0.272 0.478  1.3079
2 C 0.938 -0.303 2.657  -0.0698
3 C 2.257 -0.478 1.906  -0.1008
4 C 2.051 -1.629 1.019  0.1024
5 C 0.748 -2.067 1.091  -0.0569
6 C 0.019 -1.323 2.069  -0.1776
7 C -1.115 -1.956 2.823  -0.6299
8 C 0.179 -3.259 0.384  -0.6372
9 C 3.137 -2.195 0.178  -0.6514
10 C 3.607 -0.204 2.508  -0.6111
11 C 0.789 0.160 4.073  -0.6139
12 H -1.885 -2.336 2.152  0.2394
13 H -1.588 -1.260 3.512  0.2263
14 H -0.733 -2.803 3.410  0.2051
15 H -0.830 -3.058 0.024  0.2474
16 H 0.124 -4.111 1.069  0.2125
17 H 0.790 -3.543 -0.472  0.2168
18 H 3.189 -1.683 -0.788  0.2325
19 H 2.984 -3.259 -0.014  0.2143
20 H 4.105 -2.072 0.666  0.2169
21 H 3.972 -1.069 3.072  0.2021
22 H 3.562 0.657 3.174  0.2288
23 H 4.334 0.036 1.727  0.2172
24 H -0.185 0.632 4.220  0.2271
25 H 1.545 0.908 4.307  0.2281
26 H 0.880 -0.675 4.775  0.2052
27 F -3.873 -0.545 1.995  -0.3278
28 C -3.421 0.627 1.510  0.7652
29 F -4.353 1.520 1.697  -0.2848
30 F -2.336 0.921 2.281  -0.3083
31 S -3.090 0.213 -0.353  2.1946
32 O -2.027 -0.860 -0.106  -1.0294
33 O -4.360 -0.379 -0.676  -0.9183
34 N -2.617 1.332 -1.280  -1.1891
35 S -1.941 2.828 -0.677  1.6076
36 O -2.919 3.352 0.279  -0.9607
37 O -0.849 1.969 0.446  -1.0688
38 C -2.722 3.740 -2.456  0.6454
39 F -3.990 3.919 -2.932  -0.3730
40 F -2.051 3.138 -3.535  -0.4135
41 F -2.191 5.021 -2.453  -0.3962
42 S 1.847 2.306 1.775  0.1066
43 C 1.366 0.727 1.535  -0.5236
44 C -1.739 -0.054 -3.804  -0.2555
45 O -0.435 0.405 -3.423  -0.8258
46 P 0.181 0.383 -1.955  1.7853
47 O 0.983 -1.036 -1.981  -0.8226
48 C 1.780 -1.421 -3.102  -0.2564
49 O 1.432 1.357 -2.217  -0.8267
50 C 1.298 2.788 -2.177  -0.2521
51 H -1.913 0.335 -4.803  0.1915
52 H -2.504 0.329 -3.135  0.2368
53 H -1.757 -1.145 -3.824  0.1645
54 H 1.942 -2.494 -3.030  0.1811
55 H 2.739 -0.902 -3.079  0.1840
56 H 1.277 -1.189 -4.038  0.1939
57 H 2.300 3.190 -2.280  0.1844
58 H 0.876 3.107 -1.227  0.2120
59 H 0.663 3.135 -2.993  0.1982